Density functional theory data (ωB97M-V/def2-TZVPD) for C2H6MnN10S4 as an isolated structure at a distorted geometry.

Results
E_LUMO (spin up / spin down) = -3.85 / -5.03 eV
Max |F| = 2.92 eV/Å
Total charge = +1
HOMO level (spin up / spin down) = -10.85 / -11.47 eV
2S+1 = 5

Geometry (Å):
Mn  -0.934128  -0.889288  0.636075
S  -1.572146  -2.145927  2.327114
S  -3.393128  -2.993266  1.994890
S  -3.759492  -2.701254  0.006460
S  -2.532503  -1.547082  -1.082728
N  -0.051707  4.193939  0.244077
N  -0.525547  3.044781  0.771223
N  -1.153142  3.025221  1.966846
C  -1.426766  1.720765  2.073904
N  -1.023136  1.004294  1.003345
N  -0.486902  1.878946  0.130677
H  0.188841  4.867680  0.971739
H  0.560616  4.014090  -0.534110
H  -1.909982  1.355639  2.959832
N  3.076873  -0.835133  -2.570243
N  2.183621  -1.372864  -1.703974
N  2.162222  -2.686365  -1.368687
C  1.224594  -2.711569  -0.452661
N  0.621128  -1.508710  -0.319547
N  1.236584  -0.660096  -1.085457
H  3.742522  -1.483002  -3.037017
H  2.789079  0.097944  -2.914788
H  0.982499  -3.668744  -0.016969

Cartesian forces, eV/Å:
Mn -1.455 -1.305 0.181
S -0.097 -0.337 0.809
S 0.525 0.493 -0.556
S -0.604 -0.189 -0.633
S -0.284 -0.435 0.836
N -0.534 0.305 0.046
N -1.065 -1.901 0.449
N 0.938 -1.031 -1.500
C 0.213 0.683 -0.103
N 0.182 2.905 0.195
N 0.332 1.407 1.509
H 0.124 -0.377 -0.452
H 0.279 0.171 0.115
H -0.072 -0.411 -0.032
N 0.187 0.557 -0.168
N -1.500 -0.869 0.909
N 0.890 1.982 -0.419
C -0.449 -0.429 -0.553
N 1.262 -1.007 0.120
N 2.260 -0.078 -1.804
H -1.188 0.804 0.573
H 0.469 -1.308 0.096
H -0.413 0.370 0.382

***

Density functional theory data (ωB97M-V/def2-TZVPD) for C29H26F6NO4PtS2Sb2 as an isolated structure.

Results
E_LUMO (spin up / spin down) = -4.07 / -6.07 eV
Max |F| = 0.91 eV/Å
Total charge = +1
HOMO level (spin up / spin down) = -10.71 / -12.00 eV
2S+1 = 3

Geometry (Å):
Pt  0.697714  1.112038  0.560099
C  2.648816  -0.959210  0.930818
C  3.390622  0.320550  1.360392
C  2.619128  1.599714  1.022327
Sb  -0.540513  2.458127  2.272518
C  0.733091  3.074131  3.832667
C  0.795615  2.306290  4.993279
C  1.680454  2.670655  5.999386
C  2.485743  3.791179  5.848858
C  2.413568  4.556803  4.692866
C  1.534449  4.202747  3.679817
C  -1.998409  1.333314  3.275083
C  -2.449189  0.111018  2.780965
C  -3.379252  -0.611540  3.514388
C  -3.870695  -0.103491  4.709091
C  -3.439015  1.130140  5.182625
C  -2.506532  1.860021  4.463547
Sb  1.004324  -1.097450  2.317185
C  -0.153094  -2.767701  1.752222
C  -0.477213  -3.726777  2.708800
C  -1.292500  -4.795117  2.361636
C  -1.795598  -4.896559  1.072067
C  -1.479007  -3.935957  0.120987
C  -0.661982  -2.866753  0.458936
C  2.205253  -1.893106  3.884412
C  2.418680  -1.218628  5.079045
C  3.268758  -1.763786  6.033533
C  3.894084  -2.977075  5.792322
C  3.674727  -3.652290  4.598357
C  2.830503  -3.113318  3.638321
H  3.261678  -1.854726  1.032482
H  2.316686  -0.916135  -0.113967
H  4.367040  0.359097  0.870640
H  3.589422  0.274509  2.435456
H  2.913808  2.000739  0.045355
H  2.748410  2.382233  1.766554
H  0.157639  1.439774  5.124277
H  1.728701  2.085474  6.909016
H  3.169832  4.071856  6.638452
H  3.036987  5.433624  4.581292
H  1.482773  4.803609  2.779774
H  -2.091749  -0.280441  1.837995
H  -3.726434  -1.565677  3.140303
H  -4.606061  -0.664513  5.270298
H  -3.830993  1.525797  6.109890
H  -2.173603  2.821384  4.836789
H  -0.092645  -3.653413  3.719255
H  -1.533319  -5.548689  3.099760
H  -2.438460  -5.725712  0.808014
H  -1.868551  -4.016224  -0.885310
H  -0.427172  -2.122035  -0.290566
H  1.937512  -0.267672  5.269072
H  3.442221  -1.239058  6.963815
H  4.555223  -3.400911  6.536254
H  4.161195  -4.600597  4.412072
H  2.657642  -3.653585  2.714480
F  -3.150427  0.695463  -3.492371
C  -2.256586  0.133933  -2.699059
F  -1.081210  0.089449  -3.308656
F  -2.637815  -1.102605  -2.390687
S  -2.148992  1.106764  -1.131094
O  -1.201544  0.300906  -0.318185
O  -3.478192  1.190586  -0.635251
N  -1.588872  2.528442  -1.473510
S  -0.058899  2.884636  -1.659289
O  0.361234  3.862227  -0.693602
O  0.811957  1.719770  -1.835287
C  -0.039734  3.804769  -3.255066
F  -0.426719  3.006988  -4.242440
F  -0.855113  4.840006  -3.169926
F  1.198847  4.217548  -3.471611

Cartesian forces, eV/Å:
Pt -0.526 -0.696 0.257
C -0.008 0.110 -0.034
C 0.037 -0.001 -0.047
C -0.140 0.162 -0.058
Sb 0.367 -0.059 0.036
C -0.055 0.105 -0.056
C 0.030 0.044 0.037
C -0.012 -0.013 0.009
C 0.004 -0.015 -0.003
C -0.014 -0.007 -0.012
C 0.046 -0.016 0.000
C 0.016 0.057 -0.051
C -0.012 -0.016 0.053
C 0.008 -0.001 -0.024
C -0.002 0.015 0.003
C -0.002 -0.004 0.002
C -0.033 -0.065 0.000
Sb 0.270 -0.128 -0.413
C -0.075 0.070 -0.012
C -0.030 0.002 -0.008
C 0.016 0.004 0.011
C -0.001 0.009 -0.003
C 0.009 0.006 -0.003
C 0.043 -0.043 0.015
C -0.134 0.099 0.090
C 0.023 -0.010 0.001
C -0.013 0.019 -0.009
C 0.007 -0.012 -0.005
C -0.003 0.002 -0.015
C -0.007 0.006 0.068
H -0.002 -0.019 0.020
H 0.039 -0.014 0.001
H 0.009 -0.009 0.022
H 0.013 -0.005 0.003
H 0.047 0.025 0.034
H 0.007 -0.028 0.024
H -0.008 0.012 -0.003
H 0.012 -0.005 -0.009
H -0.007 0.006 0.005
H 0.003 -0.002 -0.003
H -0.011 0.005 -0.005
H 0.004 0.019 -0.049
H -0.007 -0.002 0.007
H 0.006 -0.008 0.003
H -0.012 -0.002 -0.003
H 0.000 0.004 -0.004
H 0.004 0.002 0.006
H -0.011 0.007 0.005
H 0.012 -0.007 -0.006
H -0.003 0.002 0.002
H -0.011 0.047 -0.016
H -0.002 0.008 0.004
H -0.002 -0.001 0.002
H 0.000 -0.002 0.001
H 0.000 -0.002 0.005
H 0.004 0.000 -0.008
F 0.000 -0.001 -0.026
C -0.053 -0.004 0.038
F 0.055 0.015 0.003
F -0.007 0.007 -0.019
S 0.109 0.053 0.213
O -0.070 0.274 -0.151
O 0.053 -0.032 0.028
N 0.115 -0.211 -0.176
S 0.030 0.326 0.158
O -0.019 -0.028 -0.037
O -0.036 0.161 0.258
C -0.107 -0.238 -0.170
F 0.003 0.013 0.015
F 0.017 0.004 0.006
F 0.020 0.005 -0.009

***

Density functional theory data (ωB97M-V/def2-TZVPD) for an isolated ion of composition C6H11N5 and charge +2 at a distorted geometry.

Results
E_LUMO = -7.99 eV
Max |F| = 3.92 eV/Å
Total charge = +2
HOMO level = -16.43 eV

Geometry (Å):
N  -2.746870  1.415949  0.274498
C  -1.916093  0.431001  0.161069
N  -2.384905  -0.816001  0.157575
C  -1.589196  -1.920490  -0.243509
C  -0.255774  -1.763209  -0.434201
N  0.373425  -0.494524  -0.153761
C  -0.406010  0.625880  -0.056371
N  0.150524  1.779637  -0.113681
C  1.527724  1.569423  -0.480679
C  1.695793  0.013323  -0.448507
N  2.515209  -0.378084  0.705646
H  -2.316967  2.260386  0.633310
H  -3.747656  1.402417  0.185574
H  -3.335164  -1.119785  0.148149
H  -2.225479  -2.854935  -0.444064
H  0.495760  -2.389993  -0.784377
H  2.117442  2.043790  0.203978
H  1.811971  2.124178  -1.342195
H  2.264573  -0.483793  -1.243104
H  1.959198  -0.388167  1.589960
H  3.320193  0.335117  0.864175
H  2.692296  -1.392122  0.820516

Cartesian forces, eV/Å:
N 1.255 1.652 0.611
C -0.249 -1.449 -0.235
N 2.099 -0.967 -0.950
C 0.724 -1.099 -0.691
C -0.854 1.711 0.637
N -1.504 -0.292 -0.873
C -1.495 1.997 1.070
N -1.639 -0.883 -0.378
C -1.547 -1.766 -0.533
C 0.608 -0.730 -0.724
N 1.084 0.625 3.712
H -0.270 0.520 -0.479
H -0.271 -0.388 0.144
H -1.061 0.910 0.417
H 1.622 1.421 0.327
H 0.345 -1.947 -0.590
H 1.836 0.946 2.446
H -0.170 -0.175 -1.461
H -0.799 0.400 -0.616
H -0.057 1.282 -0.408
H -0.960 -2.100 -0.253
H 1.303 0.330 -1.176

***

Density functional theory data (ωB97M-V/def2-TZVPD) for one molecule with the formula C5H11O2P at a distorted geometry.

Results
E_LUMO = 0.84 eV
Max |F| = 4.07 eV/Å
HOMO level = -8.50 eV

Geometry (Å):
C  3.519877  0.715097  -0.659471
C  2.098754  0.406326  -0.448046
C  1.744053  -0.604040  0.373415
P  0.171647  -1.406725  0.618440
O  -0.878124  -0.166328  0.510306
C  -2.143827  0.185039  -0.162506
C  -3.359425  -0.702466  0.186094
O  -2.453141  1.540345  0.132751
H  4.280697  0.141308  -0.051590
H  3.680144  1.710557  -0.598253
H  3.906084  0.621729  -1.778262
H  1.205634  0.994904  -0.844696
H  2.600862  -1.141605  0.830289
H  0.224581  -1.364186  2.071831
H  -2.067161  0.058943  -1.209539
H  -3.230067  -1.168673  1.182890
H  -4.234130  -0.056311  0.235044
H  -3.515555  -1.597749  -0.476193
H  -1.550911  1.833834  0.087489

Cartesian forces, eV/Å:
C 1.764 -2.342 -2.816
C -2.304 -1.092 0.991
C 1.429 0.408 -0.596
P -0.677 -0.336 0.817
O -1.722 1.868 -0.574
C -1.147 -1.651 0.821
C 0.604 -0.966 1.080
O 0.666 -1.846 0.080
H -1.222 0.583 -0.438
H 0.676 3.424 0.974
H -1.110 -0.494 1.848
H 1.723 -0.487 0.025
H -0.641 0.009 -0.170
H 0.149 -0.265 -0.638
H 1.029 0.165 -1.325
H -0.049 0.503 -0.250
H -0.087 -0.188 -0.222
H 0.251 1.214 0.191
H 0.670 1.494 0.204

***

Density functional theory data (ωB97M-V/def2-TZVPD) for C2H5IN2O2S as an isolated structure at a distorted geometry.

Results
E_LUMO = -1.10 eV
Max |F| = 2.92 eV/Å
HOMO level = -9.72 eV

Geometry (Å):
C  -1.238098  0.411029  0.071684
C  0.043890  1.211164  -0.342995
N  -0.952461  -0.951200  0.360642
N  1.051635  0.318373  0.176891
O  1.267940  -2.006022  0.996689
O  0.699451  -1.764954  -1.362295
S  0.647299  -1.262191  -0.044422
I  3.135375  0.567321  -0.300712
H  -1.458604  0.919574  0.958824
H  -2.127955  0.430568  -0.527313
H  -0.062878  1.190083  -1.373417
H  0.142308  2.150813  0.114206
H  -1.147905  -1.214564  1.272220

Cartesian forces, eV/Å:
C -0.421 1.269 0.704
C -0.911 -2.771 0.008
N 1.586 -0.838 -2.115
N 2.568 0.297 -0.360
O 0.281 -0.388 0.237
O 0.228 0.275 -1.211
S -1.442 -0.454 1.848
I -1.471 0.123 0.184
H -0.997 0.402 1.698
H 0.022 0.695 -1.000
H 0.804 0.793 -2.344
H -0.114 1.243 0.342
H -0.132 -0.644 2.009

***

Density functional theory data (ωB97M-V/def2-TZVPD) for C3H4N2 as an isolated structure at a distorted geometry.

Results
E_LUMO = 0.95 eV
Max |F| = 8.50 eV/Å
HOMO level = -7.53 eV

Geometry (Å):
C  -1.087983  -0.903168  -0.096237
C  0.808341  -0.820321  0.018090
C  -0.390140  1.129661  0.036868
N  -1.394843  0.337739  0.008687
N  0.857674  0.484679  0.009233
H  -1.557971  -1.773833  0.114799
H  1.536637  -1.510268  0.206663
H  -0.555831  2.213857  -0.214578
H  1.784113  0.841658  -0.083527

Cartesian forces, eV/Å:
C 7.449 1.287 0.562
C -8.474 0.377 -0.536
C 1.923 3.325 -0.882
N -1.693 -1.187 -0.300
N -0.513 -0.243 -0.053
H -1.679 -2.257 0.344
H 1.977 -1.353 0.070
H 0.877 -1.299 0.626
H 0.132 1.349 0.170